68
Properties=species:S:1:pos:R:3 method="wB97M-V/def2-TZVPD" s_squared=9.0893 e_homo_ev="-12.6 / -12.6" charge=+1 spin_multiplicity=6
Dy -0.39 -1.83 -1.20
O 0.54 -5.96 -1.31
C 0.14 -4.86 -1.55
O 0.24 -3.78 -0.76
C -0.53 -4.52 -2.87
C -0.74 -5.38 -3.92
C -1.30 -4.86 -5.09
C -1.61 -3.51 -5.19
C -1.35 -2.71 -4.09
N -0.86 -3.23 -2.97
C -1.51 -1.20 -4.02
O -2.10 -0.58 -4.85
O -0.93 -0.71 -2.92
H -0.46 -6.42 -3.83
H -1.48 -5.51 -5.93
H -2.02 -3.07 -6.09
C 0.59 0.99 5.05
C -0.87 0.84 4.60
C -0.97 0.24 3.19
C 0.24 0.66 2.35
C 1.51 -0.01 2.92
C 1.44 -0.13 4.46
P 0.02 0.26 0.59
C -1.21 1.39 -0.19
C -2.62 0.76 -0.14
C -3.65 1.77 -0.63
C -3.75 2.94 0.37
C -2.45 3.16 1.16
C -1.23 2.86 0.30
C 1.57 0.59 -0.36
C 2.57 -0.59 -0.28
C 3.64 -0.45 -1.37
C 4.01 1.02 -1.62
C 3.78 1.86 -0.37
C 2.28 1.92 -0.04
H 0.65 0.98 6.14
H 0.99 1.96 4.73
H -1.37 1.81 4.62
H -1.41 0.20 5.30
H -1.91 0.55 2.73
H -0.99 -0.86 3.23
H 0.34 1.75 2.41
H 2.39 0.57 2.63
H 1.63 -1.01 2.49
H 2.45 -0.11 4.87
H 1.01 -1.09 4.74
H -0.91 1.38 -1.24
H -2.87 0.43 0.87
H -2.65 -0.14 -0.77
H -4.62 1.30 -0.76
H -3.34 2.13 -1.61
H -4.57 2.76 1.07
H -4.01 3.85 -0.17
H -2.44 2.52 2.05
H -2.41 4.18 1.53
H -0.31 3.12 0.83
H -1.26 3.51 -0.58
H 1.22 0.64 -1.40
H 2.08 -1.58 -0.37
H 3.02 -0.61 0.71
H 3.28 -0.90 -2.30
H 4.52 -1.02 -1.07
H 3.41 1.43 -2.44
H 5.05 1.09 -1.95
H 4.17 2.87 -0.49
H 4.33 1.42 0.47
H 1.81 2.72 -0.63
H 2.14 2.19 1.01

67
Properties=species:S:1:pos:R:3 method="wB97M-V/def2-TZVPD" relative_energy_kcal_mol=1.2 e_homo_ev=-14.2 charge=+2
Hf -0.31 -0.39 0.26
C -2.41 0.45 -4.32
C -2.59 -0.01 -2.87
C -4.05 0.03 -2.42
P -1.53 0.91 -1.69
C -2.24 2.53 -1.21
C -1.40 3.14 -0.09
C -2.52 3.56 -2.31
C 0.15 1.05 -2.37
C 0.65 2.18 -3.04
C 1.95 2.19 -3.49
C 2.79 1.11 -3.26
C 2.33 0.00 -2.58
C 1.00 -0.05 -2.16
N 0.50 -1.15 -1.39
C 0.47 -2.49 -1.88
C 0.96 -2.83 -3.14
C 0.93 -4.16 -3.55
C 0.41 -5.15 -2.73
C -0.10 -4.81 -1.49
C -0.08 -3.49 -1.05
P -0.80 -2.97 0.51
C -0.38 -4.02 1.94
C -1.18 -5.31 2.08
C 1.13 -4.28 1.92
C -2.59 -2.69 0.23
C -3.19 -1.99 1.45
C -3.41 -3.87 -0.27
H -3.01 -0.20 -4.97
H -2.77 1.47 -4.47
H -1.38 0.39 -4.65
H -2.21 -1.04 -2.80
H -4.48 1.01 -2.57
H -4.63 -0.68 -3.02
H -4.18 -0.25 -1.37
H -3.20 2.21 -0.79
H -0.39 3.37 -0.41
H -1.86 4.07 0.25
H -1.34 2.50 0.80
H -1.61 4.07 -2.62
H -3.02 3.15 -3.18
H -3.18 4.33 -1.89
H 0.01 3.03 -3.23
H 2.33 3.05 -4.03
H 3.82 1.14 -3.60
H 2.99 -0.84 -2.37
H 1.36 -2.08 -3.80
H 1.32 -4.41 -4.53
H 0.40 -6.18 -3.06
H -0.52 -5.59 -0.86
H -0.60 -3.38 2.80
H -1.06 -5.98 1.23
H -0.81 -5.85 2.96
H -2.24 -5.13 2.24
H 1.40 -4.97 1.12
H 1.72 -3.37 1.79
H 1.42 -4.73 2.87
H -2.58 -1.96 -0.61
H -3.21 -2.65 2.32
H -2.64 -1.09 1.76
H -4.21 -1.67 1.25
H -3.52 -4.64 0.50
H -4.42 -3.54 -0.54
H -2.97 -4.33 -1.15
S 2.99 2.50 0.59
C 1.91 1.47 0.99
N 1.04 0.67 1.29

66
Properties=species:S:1:pos:R:3 method="wB97M-V/def2-TZVPD" relative_energy_kcal_mol=21.7 e_homo_ev=-7.1 smiles=COc1cc(O)c([C@H](CCN2CCC[C@@H](C)C2)c2ccc(N(C)C)cc2)c(OC)c1
C 4.50 5.24 -1.08
O 3.99 4.72 0.12
C 3.36 3.51 0.09
C 3.19 2.73 -1.04
C 2.54 1.50 -0.95
O 2.38 0.77 -2.10
C 2.06 1.02 0.26
C 1.33 -0.30 0.44
C 1.87 -1.45 -0.41
C 1.26 -2.79 0.00
N -0.14 -2.88 -0.37
C -0.33 -3.28 -1.75
C -1.79 -3.10 -2.15
C -2.69 -3.92 -1.24
C -2.42 -3.54 0.21
C -3.27 -4.36 1.18
C -0.93 -3.71 0.52
C -0.15 -0.08 0.23
C -0.67 0.27 -1.01
C -2.03 0.45 -1.19
C -2.93 0.28 -0.13
N -4.29 0.49 -0.35
C -5.17 0.55 0.80
C -4.91 -0.19 -1.46
C -2.40 -0.02 1.12
C -1.03 -0.19 1.30
C 2.23 1.83 1.39
O 1.73 1.33 2.56
C 1.85 2.10 3.73
C 2.88 3.05 1.31
H 5.27 4.59 -1.50
H 4.94 6.20 -0.82
H 3.71 5.40 -1.82
H 3.55 3.06 -2.00
H 2.78 1.25 -2.83
H 1.47 -0.58 1.49
H 2.96 -1.50 -0.28
H 1.67 -1.26 -1.46
H 1.34 -2.89 1.09
H 1.85 -3.61 -0.45
H 0.30 -2.65 -2.38
H -0.03 -4.33 -1.90
H -1.92 -3.39 -3.19
H -2.04 -2.04 -2.05
H -3.74 -3.76 -1.49
H -2.47 -4.99 -1.38
H -2.65 -2.47 0.34
H -3.09 -4.05 2.21
H -3.03 -5.42 1.09
H -4.33 -4.22 0.96
H -0.73 -3.40 1.55
H -0.66 -4.78 0.42
H -0.01 0.40 -1.85
H -2.39 0.74 -2.16
H -5.33 -0.43 1.27
H -4.75 1.24 1.54
H -6.13 0.94 0.47
H -5.27 -1.19 -1.18
H -4.21 -0.30 -2.29
H -5.77 0.39 -1.81
H -3.04 -0.14 1.98
H -0.66 -0.43 2.28
H 1.38 1.52 4.52
H 2.90 2.28 4.00
H 1.33 3.06 3.64
H 3.02 3.69 2.17